{"formula": "C26H22NO2PV", "method": "wB97M-V/def2-TZVPD", "species": ["V", "O", "C", "O", "C", "P", "C", "C", "C", "C", "C", "C", "C", "C", "C", "C", "C", "C", "H", "H", "H", "H", "H", "H", "H", "H", "H", "H", "H", "H", "N", "C", "C", "C", "C", "C", "C", "C", "C", "C", "C", "C", "C", "H", "H", "H", "H", "H", "H", "H", "H", "H", "H"], "coordinates": [[0.7837, -0.5686, -1.4818], [4.2893, -1.2268, -0.5036], [3.1501, -1.2456, -0.2045], [2.1315, -1.2631, -1.0858], [2.5443, -1.1530, 1.1903], [0.7373, -0.7643, 0.9791], [0.3187, 0.6790, 1.9691], [-0.9411, 0.7737, 2.5730], [-1.1884, 1.8084, 3.4561], [-0.2238, 2.7842, 3.6849], [0.9941, 2.7370, 3.0142], [1.2730, 1.6933, 2.1530], [-0.0918, -2.3194, 1.3813], [-0.7462, -2.5468, 2.5951], [-1.2410, -3.8120, 2.8774], [-1.0706, -4.8555, 1.9792], [-0.3810, -4.6380, 0.7913], [0.0970, -3.3794, 0.4785], [3.0904, -0.4094, 1.7845], [2.6761, -2.1206, 1.6983], [-1.7007, 0.0300, 2.3760], [-2.1405, 1.8568, 3.9625], [-0.4269, 3.5938, 4.3711], [1.7248, 3.5154, 3.1741], [2.2288, 1.6593, 1.6421], [-0.8410, -1.7676, 3.3368], [-1.7507, -3.9912, 3.8119], [-1.4531, -5.8414, 2.2089], [-0.2160, -5.4619, 0.1150], [0.6447, -3.2239, -0.4551], [-0.4211, -1.0903, -2.9011], [-1.3296, -0.2670, -2.2060], [-2.5037, -0.8233, -1.6611], [-3.4888, -0.0045, -1.1486], [-3.3454, 1.3841, -1.1967], [-2.1873, 1.9526, -1.6979], [-1.1465, 1.1568, -2.1861], [0.1383, 1.7793, -2.5464], [0.2299, 2.9859, -3.2454], [1.4629, 3.5917, -3.4328], [2.6307, 3.0383, -2.8940], [2.5681, 1.8181, -2.2382], [1.3440, 1.1919, -2.0721], [-0.7659, -2.0542, -3.0360], [-0.1228, -0.7381, -3.8248], [-2.6618, -1.8971, -1.7133], [-4.3925, -0.4423, -0.7537], [-4.1416, 2.0209, -0.8402], [-2.0719, 3.0275, -1.7005], [-0.6596, 3.4246, -3.6802], [1.5292, 4.5032, -4.0124], [3.5782, 3.5456, -3.0094], [3.4845, 1.3558, -1.8767]], "homo_lumo_gap_ha": 0.2162, "charge": 3, "homo_ev": -18.083, "de_lowest_kcal_mol": 27.5, "lumo_ha": -0.4483}

{"formula": "C26H23AuClGeNO2", "method": "wB97M-V/def2-TZVPD", "species": ["Au", "Cl", "C", "C", "C", "C", "N", "C", "H", "H", "H", "H", "O", "C", "O", "C", "C", "Ge", "C", "C", "C", "C", "C", "C", "C", "C", "C", "C", "C", "C", "C", "C", "C", "C", "C", "C", "H", "H", "H", "H", "H", "H", "H", "H", "H", "H", "H", "H", "H", "H", "H", "H", "H", "H", "H"], "coordinates": [[2.2660, -2.1067, 0.2703], [1.2562, -4.4481, 5.2215], [1.6412, -3.0133, 4.3563], [1.6320, -1.7798, 4.9892], [1.9677, -0.6643, 4.2418], [2.2761, -0.8123, 2.9040], [2.2587, -2.0032, 2.2903], [1.9583, -3.0901, 3.0122], [1.3705, -1.7032, 6.0354], [1.9848, 0.3172, 4.6921], [2.5402, 0.0417, 2.2970], [1.9741, -4.0436, 2.5044], [1.5779, -2.3220, -3.8037], [1.3347, -2.3086, -2.6125], [2.2555, -2.1099, -1.7116], [-0.1154, -2.5682, -2.1679], [-0.5949, -1.9156, -0.8725], [-0.5417, 0.0761, -0.8645], [0.9705, 0.9847, -1.7252], [2.2166, 1.1030, -1.1150], [3.2524, 1.7856, -1.7313], [3.0550, 2.3592, -2.9794], [1.8227, 2.2431, -3.6026], [0.7854, 1.5665, -2.9766], [-0.6437, 0.6263, 1.0319], [0.1801, 1.6074, 1.5806], [0.0431, 1.9928, 2.9082], [-0.9276, 1.4054, 3.7059], [-1.7617, 0.4322, 3.1715], [-1.6174, 0.0483, 1.8467], [-2.2025, 0.6978, -1.7241], [-3.1057, -0.2099, -2.2726], [-4.2935, 0.2214, -2.8475], [-4.5926, 1.5746, -2.8821], [-3.7014, 2.4919, -2.3421], [-2.5174, 2.0553, -1.7680], [-0.2007, -3.6571, -2.0905], [-0.7284, -2.2551, -3.0128], [-0.0210, -2.2897, -0.0230], [-1.6341, -2.1967, -0.6818], [2.3875, 0.6385, -0.1494], [4.2161, 1.8665, -1.2432], [3.8615, 2.8938, -3.4650], [1.6706, 2.6756, -4.5835], [-0.1760, 1.4844, -3.4702], [0.9271, 2.0867, 0.9581], [0.6858, 2.7635, 3.3180], [-1.0455, 1.7136, 4.7375], [-2.5307, -0.0189, 3.7867], [-2.2764, -0.7088, 1.4335], [-2.8795, -1.2695, -2.2589], [-4.9816, -0.5013, -3.2682], [-5.5180, 1.9137, -3.3302], [-3.9334, 3.5494, -2.3704], [-1.8275, 2.7796, -1.3468]], "homo_lumo_gap_ha": 0.2962, "charge": 0, "homo_ev": -8.688, "lumo_ha": -0.0231}

{"formula": "C26H23BBr2N5O3STc", "method": "wB97M-V/def2-TZVPD", "species": ["Tc", "C", "C", "N", "C", "S", "N", "N", "C", "C", "C", "C", "C", "C", "C", "N", "H", "H", "H", "H", "H", "H", "H", "H", "H", "H", "H", "H", "H", "C", "C", "C", "C", "C", "C", "Br", "C", "C", "Br", "C", "O", "C", "N", "H", "H", "H", "H", "H", "H", "O", "B", "O", "C", "C", "C", "C", "C", "C", "H", "H", "H", "H"], "coordinates": [[-0.9408, -0.2220, 0.5904], [0.1850, 4.3414, 4.4441], [-0.3542, 2.9992, 4.9150], [0.2159, 1.8556, 4.2048], [-0.1200, 1.4906, 2.9631], [0.6059, -0.0207, 2.3772], [-0.9197, 2.2793, 2.2788], [-1.2861, 1.7378, 1.0719], [-1.8997, 2.4955, 0.2164], [-2.1707, 3.9406, 0.4577], [-2.3823, 1.7833, -0.9732], [-3.1013, 2.3870, -1.9987], [-3.5927, 1.6127, -3.0322], [-3.3598, 0.2433, -3.0278], [-2.6165, -0.2968, -2.0016], [-2.1274, 0.4510, -1.0007], [-0.1924, 5.1351, 5.0903], [-0.1277, 4.5474, 3.4225], [1.2751, 4.3577, 4.4867], [-1.4395, 2.9598, 4.8098], [-0.1162, 2.8513, 5.9677], [0.8074, 1.2181, 4.7066], [-1.4027, 4.3572, 1.1030], [-3.1316, 4.0678, 0.9638], [-2.2001, 4.5020, -0.4745], [-3.2811, 3.4520, -1.9736], [-4.1603, 2.0700, -3.8317], [-3.7423, -0.3976, -3.8092], [-2.3939, -1.3551, -1.9425], [3.6602, -0.2405, 0.3253], [3.1143, -1.6114, 0.5338], [3.8848, -2.5808, 1.1880], [3.4038, -3.8488, 1.3662], [2.0649, -4.1633, 1.0589], [1.4537, -5.4044, 1.3427], [2.4557, -6.8364, 2.0467], [0.1124, -5.5620, 1.1333], [-0.6693, -4.4826, 0.6993], [-2.5218, -4.7201, 0.5516], [-0.1376, -3.2270, 0.4254], [-0.9023, -2.2038, 0.1389], [1.2748, -3.1334, 0.5168], [1.8774, -1.9352, 0.1242], [4.7322, -0.2405, 0.4994], [3.1740, 0.4088, 1.0607], [3.4490, 0.1722, -0.6578], [4.8850, -2.3164, 1.4975], [4.0395, -4.6177, 1.7858], [-0.3671, -6.5069, 1.3458], [0.7762, -2.0289, -2.1008], [1.2537, -1.2734, -1.0592], [1.2916, 0.0731, -1.3386], [0.7753, 0.1645, -2.6289], [0.5962, 1.2892, -3.3965], [0.0883, 1.0762, -4.6777], [-0.2067, -0.2024, -5.1422], [-0.0155, -1.3326, -4.3490], [0.4769, -1.1051, -3.0861], [0.8398, 2.2767, -3.0281], [-0.0650, 1.9249, -5.3309], [-0.5877, -0.3243, -6.1475], [-0.2370, -2.3312, -4.7010]], "homo_lumo_gap_ha": [0.2410, 0.2165], "multiplicity": 4, "charge": 1, "homo_ev": [-10.393, -9.747], "de_lowest_kcal_mol": 5.4, "s_squared": 3.776, "lumo_ha": [-0.1409, -0.1417]}

{"formula": "C26H23BCsN2O5", "method": "wB97M-V/def2-TZVPD", "species": ["C", "O", "B", "O", "C", "C", "C", "C", "C", "C", "C", "O", "C", "C", "C", "C", "C", "C", "C", "C", "C", "C", "C", "O", "C", "N", "C", "C", "C", "C", "N", "C", "C", "O", "H", "H", "H", "H", "H", "H", "H", "H", "H", "H", "H", "H", "H", "H", "H", "H", "H", "H", "H", "H", "H", "H", "H", "Cs"], "coordinates": [[2.7613, -2.4214, 2.6757], [2.3441, -2.7259, 1.2936], [1.3417, -3.7522, 1.4312], [1.6453, -4.8929, 2.3036], [-0.1085, -3.7734, 0.7033], [-0.6241, -5.1743, 0.1725], [-2.0266, -5.2890, -0.5372], [-2.8780, -3.9979, -0.7524], [-2.3546, -2.6349, -0.2266], [-0.9424, -2.4725, 0.5405], [-0.5355, -1.0219, 1.0790], [0.0934, -0.7929, 2.1523], [-1.0126, 0.2867, 0.2058], [-0.1290, 1.6847, 0.1125], [1.3096, 1.8609, 0.8390], [2.3930, 2.7114, 0.0044], [3.8113, 1.9960, -0.1753], [3.8649, 0.7142, -1.0650], [5.2535, 0.0475, -1.2709], [6.5824, 0.6151, -0.6297], [6.4862, 1.9051, 0.2737], [5.0999, 2.5905, 0.4876], [-0.8414, 2.8900, -0.7850], [-0.2395, 4.2352, -0.9524], [-0.3133, 4.8675, 0.3731], [0.0012, 5.4355, 1.4010], [-2.2944, 2.6845, -1.5571], [-3.1143, 1.2688, -1.4825], [-4.5055, 1.1768, -2.3220], [-5.6313, 2.0908, -1.5650], [-6.1328, 1.3060, -0.3800], [-2.4604, 0.0800, -0.5712], [-3.2561, -1.3232, -0.4534], [-4.5087, -1.4633, -0.4900], [1.8082, -2.3570, 3.3302], [3.2081, -1.3642, 2.6656], [3.4979, -3.2152, 3.0720], [0.8586, -4.9077, 2.9137], [-0.0353, -6.1452, 0.3029], [-2.4556, -6.2827, -0.9067], [-3.9010, -4.0161, -1.2534], [1.1486, 2.3155, 1.8958], [1.7960, 0.8270, 1.0428], [2.0375, 3.0024, -1.0605], [2.5922, 3.6760, 0.6181], [2.8861, 0.3380, -1.5495], [5.3200, -0.8852, -1.9389], [7.5880, 0.0997, -0.8381], [7.4035, 2.3839, 0.7578], [5.0009, 3.5495, 1.1120], [-2.7269, 3.5712, -2.1604], [-4.8449, 0.1079, -2.5356], [-4.3444, 1.6726, -3.3611], [-5.0916, 3.0227, -1.1797], [-6.4609, 2.3027, -2.3209], [-6.4766, 0.3915, -0.7209], [-5.3678, 1.0906, 0.2924], [-2.5196, 2.1105, 0.9892]], "homo_lumo_gap_ha": 0.1882, "charge": 1, "homo_ev": -10.719, "lumo_ha": -0.2057}

no.,electronic energy (a.u.)
1,-2493.45906
2,-3882.61173
3,-7155.90178
4,-1534.29337